22
Properties=species:S:1:pos:R:3:lowdin_charge:R:1 method="wB97M-V/def2-TZVPD" e_tot_ha=-1070.49304 lumo_ev=0.498 homo_lumo_gap_ev=9.09 e_above_lowest_kj_mol=76.7 mol_weight_g_mol=154.3
S 1.13 -0.60 0.80 0.7654
S 2.39 1.36 -1.24 0.7193
O -2.42 -3.59 -2.98 -0.0890
C 2.51 -0.09 -2.24 -0.4906
C -2.47 1.36 2.00 -0.1224
C -1.52 0.23 1.59 -0.3140
C -0.08 0.74 1.23 -0.4908
C 2.56 0.41 0.39 -0.7939
H -2.64 2.13 1.24 0.0770
H 0.49 1.13 2.10 0.0636
H -1.42 -0.56 2.36 0.1052
H -1.69 -3.05 -2.61 0.0425
H -3.42 0.83 2.19 0.0709
H -2.15 1.85 2.93 0.0762
H 2.88 1.09 1.21 0.0446
H 3.40 -0.71 -2.03 0.0440
H 3.38 -0.30 0.20 0.0265
H 1.61 -0.72 -2.12 0.0195
H -1.83 -0.26 0.65 0.0997
H -0.06 1.52 0.45 0.0654
H -3.23 -3.04 -2.87 0.0461
H 2.56 0.25 -3.28 0.0346